Here is a molecular structure, C25H21ClN2O2Sm in a non-equilibrium geometry from the Open Molecules 2025 dataset. Energies are from the ωB97M-V functional and the def2-TZVPD basis.

Element x y z (Å)
C1 -3.321 0.581 -0.976
C2 -4.330 -0.407 -0.750
C3 -3.912 -1.611 -1.419
H1 -5.265 -0.264 -0.203
C4 -2.632 -1.383 -2.002
C5 -2.300 -0.022 -1.754
H2 -1.473 0.517 -2.205
H3 -3.349 1.636 -0.671
H4 -4.494 -2.514 -1.589
H5 -2.043 -2.094 -2.586
Sm1 -2.749 -1.459 1.027
Cl1 -2.881 0.740 2.368
C6 -3.569 -2.701 2.853
C7 -3.230 -3.719 1.889
C8 -4.210 -3.677 0.851
H6 -2.333 -4.339 1.880
C9 -5.136 -2.644 1.153
C10 -4.712 -1.991 2.343
H7 -5.224 -1.133 2.796
H8 -2.956 -2.384 3.697
H9 -4.291 -4.363 0.000
H10 -6.115 -2.507 0.680
O1 -0.338 -1.422 1.500
C11 0.391 -0.836 0.655
N1 1.706 -0.438 0.845
C12 2.125 0.488 -0.191
C13 1.021 0.120 -1.234
O2 1.102 0.348 -2.453
N2 -0.002 -0.518 -0.602
C14 1.901 1.930 0.237
C15 1.304 2.853 -0.628
C16 0.919 4.118 -0.153
C17 1.230 4.502 1.155
C18 1.956 3.628 1.963
C19 2.331 2.360 1.499
C20 3.518 0.303 -0.779
C21 4.343 1.376 -1.146
C22 5.609 1.154 -1.716
C23 6.102 -0.140 -1.924
C24 5.271 -1.195 -1.552
C25 4.008 -0.989 -0.985
H11 2.116 -0.453 1.776
H12 1.107 2.583 -1.673
H13 0.379 4.785 -0.825
H14 0.883 5.467 1.521
H15 2.232 3.935 2.969
H16 2.946 1.720 2.137
H17 4.026 2.416 -1.022
H18 6.232 1.998 -1.990
H19 7.096 -0.300 -2.353
H20 5.625 -2.214 -1.710
H21 3.386 -1.840 -0.705

For the relative energy (zero: lowest compared OMol25 entry of this formula, charge and spin), the calculation gives 21.3 kJ/mol. The value obtained for the gap between HOMO and LUMO (alpha / beta) is 6.75 / 6.76 eV. As for the multiplicity: 6. The net charge is -1.

***

Here is a molecular structure, C28H26ClCrIN3O8Sb2 from the Open Molecules 2025 dataset. Energies are from the ωB97M-V functional and the def2-TZVPD basis.

Element x y z (Å)
Cr1 1.224 -1.182 0.220
O1 4.885 -0.054 -0.743
C1 4.056 -0.878 -0.433
O2 3.080 -0.664 0.429
C2 4.076 -2.300 -0.928
C3 5.219 -3.064 -0.942
C4 5.114 -4.437 -1.136
C5 3.891 -5.071 -1.221
C6 2.758 -4.283 -1.195
C7 2.817 -2.884 -1.168
O3 1.748 -2.137 -1.362
N1 1.457 -4.946 -1.079
O4 0.642 -4.429 -0.331
O5 1.250 -5.936 -1.745
N2 6.332 -5.255 -1.158
O6 6.206 -6.446 -1.368
O7 7.396 -4.678 -1.060
H1 6.187 -2.612 -0.775
H2 3.823 -6.146 -1.289
Cl1 -4.650 -3.108 3.110
C8 -3.083 -2.428 2.801
C9 -2.380 -1.845 3.814
C10 -1.105 -1.276 3.593
I1 -0.070 -0.391 5.157
C11 -0.527 -1.299 2.344
O8 0.671 -0.836 2.044
C12 -1.299 -1.870 1.288
N3 -0.713 -1.805 0.062
C13 -1.323 -2.315 -0.984
C14 -2.581 -2.924 -0.876
C15 -3.191 -3.001 0.348
C16 -2.556 -2.458 1.485
H3 -2.808 -1.817 4.806
H4 -0.798 -2.254 -1.929
H5 -3.043 -3.343 -1.758
H6 -4.155 -3.480 0.456
C17 2.825 2.376 0.385
Sb1 0.990 1.435 -0.068
C18 0.660 2.241 -2.006
C19 -0.296 2.608 1.237
C20 -0.534 3.948 0.605
C21 0.482 4.901 0.692
C22 0.418 6.106 0.012
C23 -0.688 6.378 -0.778
C24 -1.728 5.465 -0.828
C25 -1.688 4.256 -0.132
C26 -2.918 3.400 -0.119
Sb2 -2.871 1.338 -0.805
C27 -4.689 1.495 -1.929
C28 -3.881 0.638 0.956
H7 2.750 3.430 0.123
H8 3.606 1.882 -0.189
H9 3.037 2.253 1.445
H10 0.162 3.206 -1.919
H11 0.059 1.562 -2.604
H12 1.641 2.372 -2.460
H13 0.317 2.695 2.135
H14 -1.194 2.052 1.498
H15 1.346 4.685 1.309
H16 1.224 6.822 0.100
H17 -0.755 7.306 -1.330
H18 -2.614 5.700 -1.406
H19 -3.694 3.881 -0.715
H20 -3.303 3.318 0.901
H21 -5.405 2.098 -1.371
H22 -5.102 0.498 -2.080
H23 -4.507 1.951 -2.901
H24 -4.582 1.407 1.282
H25 -3.182 0.420 1.763
H26 -4.437 -0.268 0.720

For the relative energy (zero: lowest compared OMol25 entry of this formula, charge and spin), the calculation gives 52.8 kJ/mol. The value obtained for the gap between HOMO and LUMO (alpha / beta) is 6.88 / 7.38 eV. As for the multiplicity: 4.

***

Here is a molecular structure, C20H19NO2S2 in a non-equilibrium geometry from the Open Molecules 2025 dataset. Energies are from the ωB97M-V functional and the def2-TZVPD basis.

Element x y z (Å)
O1 -0.695 -1.802 2.593
O2 -1.930 0.020 1.555
N1 -0.530 -1.510 0.031
C1 4.661 -2.021 -0.187
C2 0.639 5.050 -0.741
C3 3.576 -2.639 -0.800
C4 4.469 -0.834 0.469
C5 -0.268 4.300 0.033
C6 1.347 4.415 -1.767
C7 2.297 -2.122 -0.634
C8 3.216 -0.239 0.502
C9 -4.033 -4.533 0.584
C10 -5.385 -2.680 1.289
C11 -0.453 2.946 -0.176
C12 1.143 3.048 -1.965
C13 -2.882 -3.784 0.794
C14 -4.229 -1.892 1.460
C15 2.123 -0.885 -0.024
C16 -5.323 -3.998 0.854
C17 0.273 2.292 -1.164
C18 -2.950 -2.453 1.222
S1 0.479 -0.106 0.192
C19 -6.541 -4.802 0.519
C20 0.182 0.783 -1.378
S2 -1.483 -1.363 1.424
H1 5.658 -2.508 -0.247
H2 0.692 6.112 -0.509
H3 3.702 -3.601 -1.317
H4 5.250 -0.313 1.008
H5 -0.815 4.782 0.825
H6 2.076 4.920 -2.409
H7 1.487 -2.730 -0.990
H8 3.102 0.700 0.991
H9 -3.976 -5.565 0.219
H10 -6.368 -2.240 1.474
H11 -1.107 2.370 0.444
H12 1.723 2.593 -2.710
H13 -1.912 -4.217 0.585
H14 -4.394 -0.869 1.821
H15 -7.169 -4.908 1.415
H16 -7.099 -4.295 -0.283
H17 -6.282 -5.755 0.157
H18 0.927 0.438 -2.067
H19 -0.791 0.511 -1.816

For the relative energy (zero: lowest compared OMol25 entry of this formula, charge and spin), the calculation gives 100.8 kJ/mol. The value obtained for the gap between HOMO and LUMO is 9.24 eV.

***

Here is a molecular structure, C3H6N2O in a non-equilibrium geometry from the Open Molecules 2025 dataset. Energies are from the ωB97M-V functional and the def2-TZVPD basis.

Element x y z (Å)
C1 1.933 0.764 0.187
C2 -2.015 0.061 -0.378
C3 0.414 -1.033 -0.067
N1 -1.004 0.071 0.341
N2 1.544 -0.470 0.172
O1 1.322 1.775 0.493
H1 3.100 0.935 0.224
H2 -2.797 0.746 -0.465
H3 -2.207 -0.943 -0.564
H4 0.131 -1.805 0.688
H5 0.150 -1.145 -1.232
H6 -0.572 1.043 0.600

For the relative energy (zero: lowest compared OMol25 entry of this formula, charge and spin), the calculation gives 428.7 kJ/mol. The value obtained for the gap between HOMO and LUMO is 8.41 eV.

***

Here is 4 unconnected molecules or ions with the total composition C10H21Cl4N3O3 in a non-equilibrium geometry from the Open Molecules 2025 dataset. Energies are from the ωB97M-V functional and the def2-TZVPD basis.

Element x y z (Å)
Cl1 0.013 -3.436 0.245
C1 0.607 -1.886 0.813
Cl2 0.979 -2.082 2.544
Cl3 2.088 -1.567 -0.100
Cl4 -0.491 -0.540 0.440
C2 -1.612 4.237 2.300
N1 -0.802 3.592 3.303
C3 0.186 2.640 2.687
C4 -0.923 3.794 4.598
O1 -0.226 3.195 5.410
H1 -2.062 3.365 1.825
H2 -0.910 4.739 1.635
H3 -2.399 4.868 2.713
H4 1.035 3.254 2.388
H5 0.469 1.883 3.419
H6 -0.151 2.075 1.818
H7 -1.614 4.623 4.815
C5 5.118 -0.165 -1.874
N2 4.885 0.803 -2.967
C6 3.620 1.453 -3.140
C7 5.936 1.076 -3.757
O2 6.078 2.108 -4.429
H8 5.175 0.501 -1.013
H9 5.981 -0.810 -2.038
H10 4.218 -0.736 -1.648
H11 3.220 1.733 -2.166
H12 3.712 2.432 -3.609
H13 2.856 0.850 -3.631
H14 6.714 0.307 -3.630
C8 -3.762 -3.355 0.610
N3 -4.448 -3.742 -0.571
C9 -4.681 -2.596 -1.441
C10 -4.585 -5.017 -0.958
O3 -4.844 -5.433 -2.082
H15 -2.756 -3.034 0.342
H16 -3.772 -4.057 1.444
H17 -4.293 -2.519 1.067
H18 -5.267 -1.782 -1.016
H19 -3.750 -2.239 -1.882
H20 -5.230 -2.856 -2.346
H21 -4.312 -5.676 -0.119

For the relative energy (zero: lowest compared OMol25 entry of this formula, charge and spin), the calculation gives 136.7 kJ/mol. As for the SMILES: ClC(Cl)(Cl)Cl.CN(C)C=O.CN(C)C=O.CN(C)C=O. The value obtained for the gap between HOMO and LUMO is 9.11 eV.

***

Here is a molecular structure, C39H31N5O5S2Sc in a non-equilibrium geometry from the Open Molecules 2025 dataset. Energies are from the ωB97M-V functional and the def2-TZVPD basis.

Element x y z (Å)
Sc1 -0.345 -0.035 1.222
C1 1.698 1.850 -3.959
C2 2.737 1.225 -3.278
C3 2.494 0.338 -2.248
C4 1.182 0.035 -1.827
C5 0.145 0.654 -2.553
C6 0.398 1.544 -3.580
N1 0.882 -0.735 -0.736
C7 1.867 -1.642 -0.296
C8 2.576 -2.499 -1.122
C9 3.474 -3.428 -0.596
C10 3.663 -3.497 0.779
C11 2.978 -2.641 1.633
C12 2.077 -1.713 1.106
N2 1.399 -0.766 1.834
N3 1.735 -0.621 3.190
C13 1.168 0.456 3.666
C14 1.384 0.819 5.055
C15 0.901 1.979 5.539
C16 0.135 2.842 4.697
C17 -0.122 2.411 3.434
N4 0.345 1.266 2.889
H1 1.897 2.548 -4.761
H2 3.765 1.444 -3.542
H3 3.328 -0.110 -1.722
H4 -0.881 0.440 -2.283
H5 -0.440 2.002 -4.093
H6 2.425 -2.438 -2.194
H7 4.009 -4.093 -1.261
H8 4.358 -4.217 1.193
H9 3.130 -2.653 2.703
H10 1.964 0.133 5.655
H11 1.077 2.251 6.574
H12 -0.288 3.767 5.059
H13 -0.766 2.992 2.779
O1 -2.746 0.608 4.175
S1 -2.709 -0.290 3.073
O2 -3.840 -1.135 2.839
O3 -2.607 0.822 1.728
O4 -1.423 -0.948 2.837
C18 -5.376 0.409 -0.665
C19 -4.845 1.057 -1.771
C20 -3.606 1.659 -1.655
C21 -2.870 1.599 -0.469
C22 -3.383 0.855 0.603
C23 -4.657 0.295 0.514
C24 -1.649 2.452 -0.403
C25 -1.786 3.773 -0.910
C26 -0.692 4.578 -0.958
C27 0.562 4.096 -0.520
C28 1.735 4.893 -0.569
C29 2.924 4.381 -0.148
C30 2.992 3.053 0.332
C31 1.880 2.265 0.398
C32 0.629 2.780 -0.024
N5 -0.496 1.988 0.041
H14 -6.364 -0.031 -0.717
H15 -5.399 1.120 -2.696
H16 -3.189 2.203 -2.492
H17 -5.067 -0.220 1.364
H18 -2.760 4.115 -1.232
H19 -0.769 5.594 -1.325
H20 1.659 5.905 -0.945
H21 3.822 4.985 -0.182
H22 3.943 2.648 0.650
H23 1.946 1.251 0.774
C33 -3.155 -2.793 -1.269
S2 -1.569 -1.975 -1.163
O5 -1.580 -1.580 0.312
C34 -0.542 -3.413 -1.253
C35 -0.103 -3.992 -0.072
C36 0.712 -5.110 -0.148
C37 1.060 -5.637 -1.383
C38 0.622 -5.034 -2.553
C39 -0.175 -3.900 -2.495
H24 -3.217 -3.543 -0.483
H25 -3.239 -3.253 -2.253
H26 -3.916 -2.032 -1.137
H27 -0.359 -3.539 0.875
H28 1.097 -5.550 0.762
H29 1.705 -6.503 -1.434
H30 0.926 -5.428 -3.513
H31 -0.478 -3.388 -3.397

For the relative energy (zero: lowest compared OMol25 entry of this formula, charge and spin), the calculation gives 0.0 kJ/mol. The value obtained for the gap between HOMO and LUMO is 4.75 eV. The net charge is -1.